No. 1
Computed, not measured: 2 unconnected molecules or ions with the total composition C22H30ClN5O4 in a non-equilibrium geometry, with ωB97M-V with the def2-TZVPD basis set.

Calculated values
M	463.97	g/mol
charge	0
orbital gap	8.403	eV
structure (SMILES)	CN1C(=O)N[C@H](Cc2c[nH]c3c(Cl)cccc23)C1=O.CNC(=O)[C@H](CC(C)C)NC(C)=O
lowest unoccupied orbital energy	0.39	eV
DFT total energy	-51466.8448	eV

```
62
Properties=species:S:1:pos:R:3:forces:R:3:mulliken_charge:R:1
O -0.908031 1.813693 -3.781361 0.72 0.23 -0.05 -0.689
O -3.333407 0.024315 1.497085 -0.13 0.34 0.17 -0.689
O 2.156648 0.176645 -0.883650 -0.97 0.37 -0.35 -0.660
O -1.227951 -3.752114 3.442698 0.04 0.41 -0.16 -0.705
Cl 1.883587 7.675578 -1.087087 -0.05 -0.21 0.07 -0.253
C -0.343333 1.511239 -2.747376 -2.82 0.21 -1.79 0.136
C -2.848448 -1.061470 1.223938 -1.28 0.69 -0.64 0.670
C 1.110535 0.623283 -1.340125 1.96 -0.84 0.93 -0.020
C -1.260160 -3.809639 2.220760 0.48 0.64 1.23 -0.584
C 2.083296 3.321923 0.421110 -1.38 0.33 -0.35 -0.864
C 0.738873 3.034230 0.373488 0.22 0.03 0.14 0.572
C -1.667920 5.769927 -0.783007 0.43 -0.80 0.36 -0.874
C -0.687313 6.745037 -1.021824 0.77 -0.16 0.12 -0.443
C -1.297950 4.505704 -0.308604 -0.37 0.73 -0.27 -0.159
C 0.665492 6.464886 -0.789823 -0.82 0.17 -0.14 0.398
C 0.053468 4.229453 -0.087576 -0.45 -0.90 0.20 0.422
C 1.020780 5.198675 -0.320466 0.88 0.08 0.10 -1.227
N 2.249253 4.638061 -0.003288 0.81 0.31 -0.05 -0.044
N -1.620978 -4.957754 1.638549 -0.51 -0.76 -1.16 -0.043
N 0.918742 0.982611 -2.650595 0.37 0.10 1.10 0.254
N -0.991266 1.511695 -1.540496 0.68 -0.34 0.54 0.195
N -1.657739 -1.403290 1.711374 1.33 -1.13 0.23 0.084
C -3.587249 -1.999479 0.292540 0.16 0.08 0.28 -1.088
C -1.723759 -5.276799 0.214464 0.22 0.10 0.31 -0.687
C 1.959162 1.114337 -3.661582 0.15 -0.05 -0.26 -0.984
C 1.757179 -3.531790 -0.182984 -0.13 -0.04 0.35 -1.281
C 3.049880 -2.808274 1.799304 -0.33 -0.17 0.23 -1.578
C 0.085400 1.720515 0.721971 0.38 0.28 -0.16 -0.533
C -0.163610 0.861202 -0.530008 -0.30 0.39 -0.46 0.802
C 1.673561 -3.274125 1.323327 0.15 0.46 -0.40 0.789
C 0.629519 -2.195924 1.661942 -0.01 -0.74 0.20 -0.886
C -0.840457 -2.579285 1.387241 0.00 0.20 0.01 0.720
H 2.870594 2.632461 0.716568 0.04 0.56 -0.17 0.479
H -2.714314 5.994857 -0.966031 0.18 0.01 0.02 0.382
H -0.971078 7.726683 -1.387591 0.11 -0.12 0.04 0.411
H -2.049714 3.747006 -0.116333 0.06 0.11 -0.04 0.429
H 3.138432 5.130741 -0.073433 -0.59 -0.31 0.04 0.221
H -1.846988 -5.690994 2.294745 0.06 0.13 0.03 0.288
H -2.004721 1.440934 -1.548355 0.46 0.10 -0.06 0.311
H -1.289910 -0.772987 2.407094 0.01 0.03 0.04 0.321
H -4.533016 -1.538285 0.010327 0.18 0.02 0.08 0.372
H -3.790031 -2.933584 0.812474 0.05 -0.23 -0.13 0.332
H -2.994413 -2.175274 -0.601007 0.04 -0.22 -0.15 0.258
H -2.199407 -4.466419 -0.338350 0.02 -0.09 0.00 0.181
H -0.732830 -5.471011 -0.197071 -0.06 -0.03 -0.19 0.242
H -2.329439 -6.176157 0.088711 0.05 0.15 0.08 0.351
H 1.537290 0.997898 -4.665514 -0.16 0.06 0.38 0.336
H 2.729363 0.347430 -3.527850 -0.32 0.15 0.25 0.323
H 2.430185 2.100334 -3.594153 -0.08 -0.14 0.03 0.331
H 2.019497 -2.610528 -0.704258 0.00 0.04 -0.07 0.140
H 0.809620 -3.899975 -0.564406 -0.10 -0.06 -0.26 0.263
H 2.524107 -4.279330 -0.385268 -0.01 -0.02 -0.11 0.457
H 3.801409 -3.558233 1.552314 0.09 0.06 0.02 0.446
H 3.037707 -2.671062 2.880762 0.15 0.08 0.04 0.415
H 3.313064 -1.864646 1.318413 0.05 0.01 0.00 0.231
H 0.733360 1.168954 1.410470 -0.07 -0.05 -0.11 0.451
H -0.860338 1.905631 1.241891 -0.01 -0.18 -0.14 0.662
H -0.593201 -0.100931 -0.256398 0.06 -0.18 0.14 -0.390
H 1.426766 -4.206262 1.831349 -0.12 -0.10 0.13 0.358
H 0.725275 -1.954667 2.722518 -0.14 0.01 0.10 0.557
H 0.879039 -1.297731 1.100963 -0.06 0.14 -0.17 -0.383
H -0.942113 -2.797920 0.327479 -0.10 0.06 -0.17 0.476
```
Forces are in eV/Å.

***

No. 2
Computed, not measured: a molecular structure, C44H52N6SbTi, with ωB97M-V with the def2-TZVPD basis set.

Calculated values
M	834.57	g/mol
charge	+2
orbital gap (spin up / spin down)	7.853 / 7.921	eV
lowest unoccupied orbital energy (spin up / spin down)	-5.03 / -4.96	eV
multiplicity	2
DFT total energy	-85054.8713	eV

```
104
Properties=species:S:1:pos:R:3:forces:R:3:lowdin_spin:R:1
Ti 1.019086 0.866099 0.379339 -0.27 -0.36 0.25 0.982
C 1.911845 3.745759 1.608110 -0.02 0.00 0.09 0.003
C 1.572076 4.149017 0.179420 0.07 -0.01 -0.01 0.001
C 0.144343 3.884362 -0.218050 -0.15 0.07 -0.07 0.002
C -0.646249 4.935244 -0.669115 0.07 -0.13 0.02 0.000
C -1.953066 4.699687 -1.062094 0.00 -0.10 0.01 0.002
C -2.445330 3.406843 -0.992271 0.05 -0.02 0.07 0.000
C -1.610419 2.411365 -0.522557 -0.08 0.06 -0.01 0.005
N -0.345991 2.630766 -0.135446 0.30 -0.07 0.01 0.008
N 2.180016 2.290566 1.834289 0.02 0.18 -0.18 0.002
C 3.593930 2.001362 1.476252 0.10 0.03 -0.06 0.002
C 3.894763 0.538164 1.254612 -0.03 -0.13 -0.16 0.001
C 5.111234 -0.017079 1.614071 -0.09 0.00 -0.02 0.000
C 5.368304 -1.343378 1.293241 -0.07 -0.01 -0.03 0.001
C 4.407727 -2.073927 0.609910 0.02 0.11 -0.02 0.000
C 3.219547 -1.446689 0.279910 0.06 0.00 0.11 0.006
N 2.961439 -0.180205 0.608090 0.03 0.13 0.00 0.006
C 2.022929 2.071330 3.291721 -0.02 -0.02 0.03 0.000
C 2.010630 0.620362 3.666343 0.00 -0.08 0.17 0.000
C 2.566991 0.151670 4.848340 -0.06 0.00 -0.08 0.000
C 2.420254 -1.191083 5.161323 0.01 0.02 0.00 0.000
C 1.724220 -2.012981 4.288162 0.00 0.02 -0.02 0.000
C 1.208506 -1.455628 3.131126 0.00 0.02 -0.01 0.001
N 1.348672 -0.167638 2.822815 -0.02 0.10 -0.23 0.001
H 1.077995 4.020514 2.256591 0.02 0.01 -0.03 0.000
H 2.781918 4.312229 1.957517 -0.02 0.01 -0.02 0.000
H 2.247149 3.673143 -0.531301 -0.01 0.02 0.01 0.000
H 1.752248 5.220426 0.086496 -0.01 -0.01 0.06 0.000
H -0.226663 5.929967 -0.716167 0.00 0.02 0.00 0.000
H -2.571100 5.510888 -1.420920 -0.02 0.02 -0.01 0.000
H -3.449384 3.157813 -1.302750 -0.01 0.01 -0.01 0.000
H -1.950020 1.387568 -0.455437 -0.04 0.04 0.00 0.001
H 4.261130 2.411337 2.243036 -0.03 -0.03 -0.03 0.000
H 3.816868 2.528317 0.546560 0.01 -0.01 0.05 0.000
H 5.846422 0.580429 2.135386 0.01 0.01 0.01 0.000
H 6.310119 -1.796754 1.569646 0.02 -0.01 0.00 0.000
H 4.570457 -3.104987 0.333089 0.02 -0.02 -0.01 0.000
H 2.433987 -1.964557 -0.258485 0.03 -0.02 0.06 0.002
H 1.068998 2.506049 3.596712 0.02 -0.02 0.00 0.000
H 2.806313 2.614471 3.832659 -0.03 -0.03 -0.01 0.000
H 3.097993 0.824338 5.507519 0.01 0.02 0.02 0.000
H 2.840311 -1.589437 6.074473 0.01 -0.01 0.02 0.000
H 1.586554 -3.064021 4.495616 -0.01 -0.02 0.01 0.000
H 0.657436 -2.056800 2.416521 -0.01 -0.03 -0.01 0.000
C 2.842519 -2.346988 -5.707948 0.03 0.00 -0.03 0.000
C 1.790478 -1.486049 -5.976059 0.02 -0.01 -0.07 0.000
C 0.947579 -1.074000 -4.954155 -0.11 0.10 -0.05 0.000
C 1.159289 -1.519137 -3.657725 -0.01 -0.08 0.06 -0.002
C 2.214673 -2.387764 -3.394322 0.03 -0.03 0.08 0.000
C 3.052898 -2.803674 -4.414844 0.03 -0.03 -0.02 0.000
Sb -0.052032 -0.950016 -2.025005 -0.05 0.09 0.37 -0.002
C -1.017811 -2.799090 -1.582016 -0.01 -0.01 -0.17 -0.003
C -0.671570 -3.447289 -0.400607 0.14 0.10 0.10 0.000
C -1.198971 -4.691814 -0.083090 -0.02 -0.06 0.05 0.000
C -2.091812 -5.299947 -0.950173 -0.01 -0.03 0.01 0.000
C -2.439401 -4.670617 -2.138434 -0.02 -0.02 -0.02 0.000
C -1.898823 -3.435648 -2.456543 0.00 0.16 -0.13 0.000
C -1.552973 0.190888 -2.998519 0.09 0.05 -0.07 0.002
C -2.912445 -0.096233 -2.964653 -0.05 -0.20 0.12 0.000
C -3.828149 0.759442 -3.561541 -0.06 0.03 -0.01 0.000
C -3.393932 1.909384 -4.203334 -0.03 0.00 -0.01 0.000
C -2.039613 2.206974 -4.240650 -0.02 0.04 -0.05 0.000
C -1.128935 1.357540 -3.634742 0.13 0.02 -0.01 0.000
H 3.495064 -2.668216 -6.507647 0.02 -0.01 -0.02 0.000
H 1.617728 -1.138615 -6.985636 0.00 0.00 -0.01 0.000
H 0.120253 -0.413631 -5.182504 0.00 0.00 -0.01 0.000
H 2.379732 -2.768966 -2.391090 0.00 0.00 -0.01 0.000
H 3.864749 -3.487125 -4.205280 0.01 -0.01 0.00 0.000
H 0.033695 -2.983094 0.288939 0.01 -0.04 -0.06 0.000
H -0.909014 -5.189424 0.833914 0.00 0.00 0.00 0.000
H -2.505979 -6.270067 -0.711968 0.00 -0.01 0.01 0.000
H -3.123017 -5.150990 -2.825723 0.00 -0.01 -0.01 0.000
H -2.158132 -2.973657 -3.403166 0.01 0.00 0.02 0.000
H -3.275350 -0.997164 -2.482104 0.03 0.02 -0.04 0.000
H -4.882280 0.517406 -3.536286 -0.02 0.00 -0.01 0.000
H -4.108330 2.565087 -4.681535 -0.02 0.02 -0.02 0.000
H -1.691457 3.097485 -4.747296 0.00 0.02 -0.01 0.000
H -0.074295 1.611557 -3.668726 0.01 -0.01 -0.01 0.000
C 2.080014 1.439622 -1.424253 0.00 -0.03 0.06 -0.030
H 1.511366 2.128574 -2.055724 0.00 -0.04 -0.02 -0.001
H 2.351226 0.573744 -2.033320 0.03 0.04 0.00 -0.001
H 3.036221 1.916345 -1.189601 0.00 0.03 -0.04 -0.002
C -4.856968 0.181412 3.222494 0.00 0.01 -0.01 0.000
C -3.495784 -0.362664 3.625919 0.03 0.03 0.14 0.000
N -2.637129 -0.686610 2.482102 -0.03 0.02 -0.07 0.005
C -2.976126 -1.912223 1.753101 0.10 -0.08 0.02 0.000
C -3.674161 -1.669446 0.422632 0.01 -0.01 0.00 0.000
C -1.647504 0.109526 2.063462 -0.08 -0.06 0.08 0.003
C -1.417241 1.393731 2.804008 0.01 0.04 0.02 0.001
N -0.866518 -0.170436 1.049696 0.13 0.15 -0.10 0.002
H -5.426343 0.458025 4.108699 0.00 -0.01 0.02 0.000
H -5.438357 -0.561106 2.677686 0.00 -0.02 -0.02 0.000
H -4.756806 1.066608 2.592401 0.01 0.01 0.00 0.000
H -3.607712 -1.280949 4.205546 -0.02 0.03 -0.01 0.000
H -2.975173 0.338540 4.273430 -0.05 -0.01 -0.02 0.000
H -3.615306 -2.502431 2.407753 -0.02 0.03 0.01 0.000
H -2.066494 -2.503966 1.612131 -0.06 0.02 -0.02 0.000
H -4.586642 -1.091788 0.558999 -0.04 0.00 0.02 0.000
H -3.932265 -2.624213 -0.036220 0.02 -0.02 -0.01 0.000
H -3.038378 -1.131579 -0.279802 0.00 0.03 0.01 0.000
H -1.049268 1.195323 3.811298 0.00 -0.01 0.01 0.000
H -2.334317 1.976648 2.886748 0.00 0.00 -0.01 0.000
H -0.685798 1.996626 2.273972 0.00 0.00 -0.01 0.000
H -1.103061 -1.058780 0.623008 -0.03 0.01 -0.02 0.000
```
Forces are in eV/Å.

***

No. 3
Computed, not measured: a molecular structure, C10H16N3O6SZn, with ωB97M-V with the def2-TZVPD basis set.

Calculated values
M	371.71	g/mol
charge	-1
orbital gap	7.925	eV
lowest unoccupied orbital energy	2.63	eV
DFT total energy	-86643.5311	eV

```
37
Properties=species:S:1:pos:R:3:forces:R:3:mulliken_charge:R:1
Zn 0.078502 -0.186804 0.783794 -0.07 0.22 -0.42 0.711
N 2.143905 0.062756 0.102675 -0.03 -0.11 0.30 -0.178
C 2.697609 0.446093 -1.191885 -0.18 -0.01 -0.01 -0.814
C 2.836698 1.955688 -1.323239 0.04 0.03 0.07 -0.759
C 1.550788 2.788756 -1.337388 -0.02 0.01 -0.08 -0.515
C 0.819276 3.011057 -0.010104 0.05 -0.07 0.02 -0.852
N -0.199215 1.993340 0.239826 -0.14 -0.08 0.17 -0.423
H 2.386799 0.716755 0.845324 0.02 0.00 -0.01 0.325
H 2.497300 -0.818456 0.476336 0.01 -0.03 -0.02 0.277
H 2.044692 0.070110 -1.986934 -0.01 -0.02 0.01 0.355
H 3.682056 -0.006194 -1.349261 0.03 0.02 0.01 0.344
H 3.376890 2.158270 -2.252355 -0.01 -0.01 -0.01 0.362
H 3.482821 2.313968 -0.512398 0.00 0.02 -0.02 0.344
H 0.844667 2.363909 -2.060742 0.02 -0.01 0.00 0.328
H 1.818131 3.774657 -1.727097 0.00 0.00 -0.01 0.305
H 0.372232 4.011121 -0.029509 0.00 0.02 0.01 0.418
H 1.525950 2.996338 0.823611 -0.01 -0.02 0.01 0.330
H -0.871898 1.928369 -0.517330 0.00 -0.02 0.01 0.310
H -0.734281 2.211803 1.074704 0.06 0.04 0.02 0.304
O -3.432462 -1.458556 -0.840180 0.01 0.06 -0.12 -0.744
C -2.275858 -1.249329 -0.492327 -0.08 -0.01 0.29 0.190
O -1.763715 -0.137455 -0.126192 0.07 -0.12 -0.12 -0.554
C -1.328279 -2.448654 -0.442843 0.07 0.04 -0.19 0.685
C -1.831314 -3.739820 -0.415883 0.01 -0.03 -0.03 -0.608
C -0.941781 -4.792866 -0.304859 -0.02 -0.04 0.01 -0.222
C 0.417694 -4.525820 -0.243531 -0.01 0.02 -0.02 -0.858
C 0.829624 -3.206787 -0.299343 0.03 0.04 -0.01 0.023
N -0.020975 -2.189577 -0.407123 -0.10 0.00 0.24 0.013
H -2.901536 -3.876609 -0.464555 0.00 0.00 0.01 0.446
H -1.302642 -5.812919 -0.250123 0.00 0.00 0.00 0.395
H 1.146978 -5.315902 -0.129655 0.00 0.00 -0.01 0.368
H 1.880607 -2.954080 -0.226208 -0.01 0.01 0.04 0.294
O 2.186759 -1.633411 2.403924 -0.01 -0.01 0.09 -0.691
S 1.066743 -0.927046 3.065472 0.11 0.12 -0.08 1.280
O 1.021564 -1.114746 4.497784 -0.01 0.02 -0.05 -0.688
O 1.129156 0.535299 2.660238 0.04 -0.05 -0.02 -0.749
O -0.227287 -1.380557 2.392775 0.11 -0.01 -0.05 -0.752
```
Forces are in eV/Å.

***

No. 4
Computed, not measured: a single C4H5INOP molecule in a non-equilibrium geometry, with ωB97M-V with the def2-TZVPD basis set.

Calculated values
M	240.97	g/mol
charge	0
orbital gap	9.182	eV
structure (SMILES)	NC(=O)CC#CPI
lowest unoccupied orbital energy	-0.07	eV
DFT total energy	-25153.3177	eV

```
13
Properties=species:S:1:pos:R:3:forces:R:3:mulliken_charge:R:1
C 0.885959 -0.816660 0.797002 3.58 0.12 -0.60 -0.205
C 2.041753 -1.030898 0.490837 2.50 -0.82 -0.02 0.132
C -1.098440 -0.139648 -0.279354 -0.43 -1.94 1.24 0.488
C -0.494318 -0.645130 1.072582 -0.02 -0.84 0.29 -0.481
N -1.796439 0.967700 -0.194414 -2.39 3.77 -1.41 -0.361
O -1.019231 -0.780582 -1.295202 0.57 -0.29 -0.40 -0.577
P 4.056195 -1.532517 0.110938 -4.69 0.22 -1.02 -0.012
I 4.727167 0.720844 -0.433703 0.21 0.15 -0.20 0.013
H -0.651386 -1.768774 1.225598 -1.33 1.60 0.12 0.192
H -0.583474 -0.003886 2.006357 -0.53 -0.85 -1.22 0.261
H -2.093846 1.516849 0.578137 0.65 -0.42 1.33 0.192
H -2.256097 1.432912 -1.003327 0.95 -1.39 0.26 0.235
H 3.557142 -1.992138 -1.269975 0.93 0.68 1.62 0.124
```
Forces are in eV/Å.

***

Number 3 is which compound? C10H16N3O6SZn